Record 1
This record from OMol25 describes a single C11H8O2 molecule at a distorted geometry. The level of theory is wB97M-V/def2-TZVPD.

The calculation puts the molecular weight at 172.2 g mol⁻¹. As for the multiplicity: 1. The calculation puts the energy at -15627.1870 eV. Its SMILES is C#COC(=O)C(=C)c1ccccc1. Its orbital gap is 9.25 eV.

CARTESIAN COORDINATES (ANGSTROEM)
C -0.975 2.666 -1.025
C -1.419 1.868 -0.228
O -2.333 1.204 0.426
C -2.401 -0.144 0.527
O -3.230 -0.646 1.236
C -1.306 -1.061 -0.054
C -1.738 -2.300 -0.420
C 0.061 -0.463 -0.011
C 0.494 0.132 1.148
C 1.788 0.449 1.375
C 2.747 0.338 0.394
C 2.303 -0.202 -0.843
C 1.039 -0.600 -1.041
H -0.398 3.487 -1.279
H -2.817 -2.452 -0.335
H -1.153 -3.163 -0.907
H -0.221 0.426 1.808
H 1.951 0.898 2.365
H 3.789 0.729 0.611
H 2.974 -0.003 -1.734
H 0.846 -1.165 -2.012

Record 2
This record from OMol25 describes 2 unconnected molecules or ions with the total composition C4H12NO2S at a distorted geometry. The level of theory is wB97M-V/def2-TZVPD.

The calculation puts the molecular weight at 138.2 g mol⁻¹. As for the multiplicity: 1. The calculation puts the energy at -20755.6316 eV. Its orbital gap is 8.75 eV. The net charge is +1.

CARTESIAN COORDINATES (ANGSTROEM)
O 0.365 1.097 2.996
C 0.095 0.423 2.044
C -0.261 1.098 0.721
C 0.284 0.377 -0.507
C -0.653 0.282 -1.699
S -0.848 -1.387 -2.407
N 0.300 2.522 0.857
H 0.112 -0.681 2.033
H -1.327 1.266 0.631
H 1.262 0.798 -0.760
H 0.577 -0.615 -0.171
H -0.344 0.949 -2.520
H -1.687 0.592 -1.489
H 0.462 -1.672 -2.432
H -0.275 3.027 1.529
H 0.299 2.985 -0.047
H 1.233 2.524 1.276
H 0.417 -3.054 0.841
H 1.656 -3.005 -0.041
O 1.266 -2.605 0.748